[1]
Entry from the Open Molecules 2025 dataset: a molecular structure, C19H49O21PtS6 at a distorted geometry (the ωB97M-V functional and the def2-TZVPD basis).

Properties
**Spin multiplicity**: 3
**LUMO (spin up / spin down)**: -0.259 / -0.267 Ha
**Expectation value of S²**: 2.06
**Charge**: +1

Each line ends with the Mulliken spin population.
CARTESIAN COORDINATES (ANGSTROEM)
Pt 3.27044 2.40715 2.63899  0.988
O -0.06459 -1.54838 1.49784  -0.032
C 0.88256 -0.62336 1.70496  -0.124
O 0.70662 0.50926 1.23778  0.589
O 1.87344 -0.75697 2.44097  0.579
H -0.65160 -1.00634 0.96568  -0.001
O -2.45784 -7.65876 -2.65943  0.000
S -2.65856 -7.73963 -1.19800  0.000
O -4.00449 -7.91623 -0.62994  0.000
O -1.68057 -8.86845 -0.50827  0.000
C -0.49759 -9.21093 -1.20823  0.000
C 0.45811 -8.06637 -1.70486  0.000
C -1.91164 -6.25301 -0.37549  0.000
H -0.71765 -9.95084 -1.97778  0.000
H 0.03485 -9.68424 -0.38326  0.000
H 1.45054 -8.50263 -1.81832  0.000
H 0.49723 -7.20934 -1.03251  0.000
H 0.28109 -7.71413 -2.72108  0.000
H -2.61057 -5.50880 0.00626  0.000
H -1.21593 -5.74963 -1.04683  0.000
H -1.33112 -6.63351 0.46494  0.000
O -2.42034 0.15035 -4.44780  0.000
S -3.62266 0.05087 -3.64207  0.000
O -3.50147 -0.60170 -2.35938  0.000
O -4.34105 1.50997 -3.50685  0.000
C -5.64032 1.64324 -2.99297  0.000
C -6.38825 2.24469 -4.15917  0.000
C -4.87193 -0.82742 -4.54904  0.000
H -5.63873 2.34789 -2.16136  0.000
H -6.08799 0.75619 -2.54483  0.000
H -7.41836 2.46541 -3.87943  0.000
H -6.52643 1.51225 -4.95449  0.000
H -5.93001 3.12589 -4.60818  0.000
H -4.55454 -1.86077 -4.68882  0.000
H -5.03208 -0.25715 -5.46406  0.000
H -5.73160 -0.85486 -3.87947  0.000
O -6.45466 -1.10362 2.11657  0.000
S -6.11396 0.20494 2.73964  0.000
O -5.31213 1.19394 2.07714  0.000
O -7.58577 0.96762 3.16329  0.000
C -8.73027 0.12549 3.36043  0.000
C -9.79694 1.11031 3.89156  0.000
C -5.49403 -0.01593 4.44580  0.000
H -8.60132 -0.66698 4.09764  0.000
H -9.03659 -0.26589 2.39033  0.000
H -10.79182 0.86523 3.51975  0.000
H -9.66874 2.14538 3.57487  0.000
H -9.76310 1.03520 4.97845  0.000
H -5.73910 0.89549 4.99111  0.000
H -4.42933 -0.24149 4.38541  0.000
H -6.08334 -0.75355 4.99052  0.000
O 7.21969 0.60335 3.45928  0.000
S 8.24883 -0.38600 3.51231  0.000
O 9.08405 -0.54879 2.36418  0.000
O 9.13389 -0.08200 4.84718  0.000
C 10.52716 -0.47787 4.85298  0.000
C 11.18334 -0.15391 6.19038  0.000
C 7.52004 -1.98418 4.07580  0.000
H 11.02591 0.04118 4.03450  0.000
H 10.63365 -1.52107 4.55553  0.000
H 10.97547 0.87740 6.47549  0.000
H 12.25484 -0.26605 6.02475  0.000
H 10.90883 -0.90781 6.92819  0.000
H 6.97005 -2.38961 3.22656  0.000
H 6.84971 -1.69117 4.88383  0.000
H 8.36704 -2.57759 4.42011  0.000
O 1.03758 5.84701 0.36142  0.001
S -0.19150 6.37425 -0.28981  0.000
O -1.43438 6.44885 0.50597  0.000
O 0.14709 7.92843 -0.77329  0.000
C -0.94171 8.71453 -1.15116  0.000
C -0.57334 10.16906 -0.97729  0.000
C -0.50766 5.61465 -1.96915  0.000
H -1.90162 8.63712 -0.64059  0.000
H -1.10289 8.55455 -2.21724  0.000
H -0.37022 10.49657 0.04231  0.000
H -1.31899 10.89117 -1.30995  0.000
H 0.37890 10.32335 -1.48477  0.000
H 0.37229 5.91456 -2.53821  0.000
H -1.40956 6.02033 -2.42753  0.000
H -0.56892 4.52638 -1.96558  0.000
O 4.05049 1.73021 -3.54461  0.000
S 4.71338 1.17461 -2.33743  -0.002
O 4.55013 1.75847 -1.01571  0.002
O 4.42604 -0.42406 -2.22785  0.000
C 3.98670 -0.99533 -3.47639  0.000
C 3.21145 -2.22675 -3.08310  0.000
C 6.53041 1.03424 -2.67378  0.000
H 4.93647 -1.19096 -3.97414  0.000
H 3.27261 -0.46991 -4.11051  0.000
H 3.81063 -2.75924 -2.34449  0.000
H 2.98001 -2.88335 -3.92179  0.000
H 2.21844 -1.99107 -2.70036  0.000
H 6.99991 1.92146 -2.24893  0.000
H 6.48963 0.94456 -3.75932  0.000
H 6.96012 0.16501 -2.17590  0.000

***

[2]
Entry from the Open Molecules 2025 dataset: a single C2H2N4O2 molecule at a distorted geometry (the ωB97M-V functional and the def2-TZVPD basis).

Properties
**Structure (SMILES)**: [H]/N=C\n1onnc1=O
**LUMO**: -0.040 Ha
**Charge**: 0

Each line ends with the Mulliken charge.
CARTESIAN COORDINATES (ANGSTROEM)
H -2.41687 -1.17438 0.11887  0.256
N -2.41073 -0.16334 -0.01358  -0.545
C -1.22169 0.32730 0.00758  0.108
N 0.15974 -0.05843 -0.02651  0.183
O 0.41590 -1.45529 -0.16623  -0.137
N 1.86062 -1.41588 -0.04831  0.029
N 2.28360 -0.24156 0.12560  -0.218
C 1.22320 0.74289 0.04403  0.558
O 1.26061 1.90675 -0.15678  -0.474
H -1.15438 1.53194 0.11534  0.239

***

[3]
Entry from the Open Molecules 2025 dataset: a molecular structure, C44H52AsF6MoN3O4SSeSi (the ωB97M-V functional and the def2-TZVPD basis).

Properties
**Spin multiplicity**: 4
**LUMO (spin up / spin down)**: 0.060 / 0.041 Ha
**Expectation value of S²**: 3.81
**Charge**: -1

Each line ends with the Mulliken spin population.
CARTESIAN COORDINATES (ANGSTROEM)
Mo 0.05113 -0.05264 -1.24672  0.884
C -4.05647 5.58614 -2.45962  0.000
Si -2.27468 4.99542 -2.60995  0.000
C -1.11035 6.43266 -2.27753  0.000
C -2.02077 4.33738 -4.33871  -0.001
C -2.01046 3.72590 -1.23578  -0.002
C -2.56581 3.97733 0.01063  0.001
C -2.42078 3.09556 1.08377  0.002
C -1.72512 1.93141 0.86327  0.003
N -1.16271 1.66582 -0.31984  0.030
C -1.25999 2.53877 -1.34367  0.016
S -0.31523 2.01643 -2.69153  -0.009
H -4.25867 6.36894 -3.19158  0.000
H -4.28836 5.98958 -1.47401  0.000
H -4.74416 4.76179 -2.65276  0.000
H -1.28059 7.25239 -2.97650  0.000
H -0.07226 6.11304 -2.37776  0.000
H -1.24288 6.81829 -1.26512  0.000
H -2.37773 5.08876 -5.04754  0.000
H -2.57895 3.41626 -4.50674  0.001
H -0.97506 4.12829 -4.55443  0.001
H -3.13568 4.88690 0.16597  -0.001
H -2.85026 3.30214 2.05315  0.000
H -1.59658 1.17607 1.63102  0.007
C 3.92898 -2.49264 -1.64245  0.001
C 3.28891 -1.93148 -0.35843  0.152
C 3.62422 -2.85054 0.81932  0.083
C 3.73182 -0.51479 -0.11236  0.226
C 5.13073 -0.26445 -0.08436  -0.091
C 5.62828 0.98626 -0.03733  0.292
C 4.70761 2.14729 -0.11167  -0.033
C 3.27907 1.85519 0.26887  0.279
C 2.53231 3.10295 0.70581  0.054
C 1.47616 2.91763 1.78906  0.018
C 1.96923 3.89063 -0.48040  0.120
C 2.81426 0.55913 0.12227  -0.175
N 1.42962 0.20002 0.23903  0.092
C 1.00939 -0.36470 1.42428  -0.008
C -0.16131 -1.08503 1.40250  0.042
N -0.79533 -1.24908 0.19079  -0.003
C -1.74652 -2.32210 0.12458  -0.034
C -3.12804 -2.06843 0.14255  0.000
C -4.00674 -3.14516 0.17846  0.002
C -3.54582 -4.44757 0.16077  -0.001
C -2.18417 -4.68468 0.12485  0.005
C -1.26915 -3.63911 0.12377  -0.023
C 0.21061 -3.96346 0.12916  0.013
C 0.65143 -4.47805 -1.24059  0.000
C 0.57071 -4.95942 1.23370  0.000
C -3.69323 -0.66655 0.17346  0.000
C -4.80630 -0.44039 -0.84689  0.000
C -4.16637 -0.30847 1.58415  -0.001
C -0.41810 -1.63790 2.74140  0.020
C -1.36900 -2.43074 3.32809  0.021
C -1.20596 -2.78399 4.69620  -0.011
C -0.12934 -2.38085 5.44177  0.024
C 0.87998 -1.57032 4.85094  -0.002
C 2.07939 -1.11044 5.46270  -0.013
C 2.97548 -0.37444 4.73307  0.012
C 2.75818 -0.02884 3.37106  -0.054
C 1.59945 -0.43512 2.76595  0.031
C 0.68725 -1.21567 3.52890  -0.010
H 3.50034 -3.48545 -1.83247  -0.002
H 5.00442 -2.63187 -1.49665  0.001
H 2.85964 -1.41448 -2.85572  0.008
H 2.20744 -1.93499 -0.50013  0.027
H 4.69096 -2.81909 1.05107  -0.001
H 3.36653 -3.88249 0.57499  -0.002
H 3.07469 -2.56424 1.71713  -0.017
H 5.80419 -1.11071 -0.13010  0.003
H 6.69255 1.17787 -0.04825  0.002
H 5.08290 2.97534 0.49891  0.025
H 3.30887 3.73858 1.15114  0.003
H 0.64279 2.32087 1.43881  -0.006
H 1.08980 3.89702 2.07812  -0.001
H 1.88473 2.43929 2.67767  -0.002
H 1.24145 3.29789 -1.02453  -0.060
H 2.75309 4.17627 -1.18018  -0.008
H 1.47887 4.79976 -0.12237  0.001
H -5.07237 -2.95536 0.20079  0.000
H -4.24403 -5.27455 0.16247  0.000
H -1.82256 -5.70425 0.10014  0.000
H 0.75682 -3.04090 0.33667  0.003
H 0.09607 -5.37989 -1.50775  0.000
H 1.71332 -4.73072 -1.23071  0.000
H 0.47234 -3.73758 -2.02135  0.002
H 0.13529 -5.94141 1.04438  0.000
H 0.22201 -4.61353 2.20747  0.000
H 1.65323 -5.08968 1.28715  0.000
H -2.88042 0.00067 -0.08682  0.004
H -5.64622 -1.11869 -0.68633  0.000
H -4.44776 -0.58695 -1.86293  0.001
H -5.18709 0.57929 -0.75585  0.000
H -5.02185 -0.92336 1.87372  0.000
H -4.47407 0.73818 1.62701  0.000
H -3.37767 -0.46437 2.32271  0.000
H -2.22088 -2.80756 2.77645  0.005
H -1.96289 -3.40814 5.15522  0.000
H -0.03795 -2.68484 6.47712  0.002
H 2.28616 -1.35470 6.49724  -0.001
H 3.89266 -0.04191 5.20346  0.000
H 3.51170 0.53745 2.83829  0.015
O 4.03400 2.91999 -3.97734  0.344
Se 4.01945 1.78982 -2.81542  0.628
O 3.79662 -1.65848 -2.76555  0.004
O 1.15519 -0.63967 -2.36529  -0.023
O 4.77136 2.73169 -1.46055  0.103
F -1.70682 -0.65788 -2.38202  -0.012
As -2.13721 -1.67855 -3.88171  -0.002
F -1.10886 -0.64061 -4.79212  -0.001
F -0.78031 -2.66985 -3.48148  -0.003
F -3.45555 -0.58405 -4.13339  0.000
F -3.12929 -2.62257 -2.83021  0.000
F -2.55099 -2.63395 -5.25194  0.000

***

[4]
Entry from the Open Molecules 2025 dataset: a molecular structure, C53H72InN3OP2SSi at a distorted geometry (the ωB97M-V functional and the def2-TZVPD basis).

Properties
**LUMO**: -0.007 Ha
**Charge**: 0

Each line ends with the Mulliken charge.
CARTESIAN COORDINATES (ANGSTROEM)
In -0.81061 -0.63424 0.01202  2.962
C 1.68260 -0.69601 2.72882  -1.535
Si 1.56712 -0.12206 0.90414  0.922
C 2.89965 -1.23649 0.08639  0.120
C 4.11306 -1.25986 0.78885  -0.283
C 5.17734 -2.06455 0.42924  -1.042
C 5.03964 -2.90302 -0.66292  -1.064
C 3.84295 -2.92734 -1.35479  -0.496
C 2.75823 -2.10944 -1.01371  -0.294
P 1.21411 -2.21052 -2.05264  1.389
C 1.27637 -4.05655 -2.44484  0.153
C 0.22313 -4.57195 -3.42962  -2.206
C -1.20184 -4.31666 -2.95050  0.109
C -1.36299 -4.74633 -1.47827  0.319
C -0.18440 -5.59904 -1.00636  -1.350
C 1.12016 -4.79624 -1.08434  -0.275
C 1.85960 -1.17190 -3.49952  0.127
C 0.74814 -0.71593 -4.46429  0.192
C 0.49622 -1.65158 -5.64437  -0.651
C 1.78269 -2.04513 -6.36662  -1.137
C 2.80270 -2.61274 -5.38109  -0.529
C 3.10226 -1.58560 -4.29220  -1.336
C 2.25265 1.68971 0.94534  -0.508
C 3.60141 1.88329 0.62755  -0.016
C 4.19220 3.13701 0.61413  -1.028
C 3.43463 4.25215 0.91679  -0.851
C 2.09955 4.09737 1.24643  -0.228
C 1.49110 2.84200 1.28030  0.256
P -0.28991 2.64566 1.63784  -0.406
C -1.17352 4.28478 1.43304  0.312
C -0.82766 5.59945 2.14227  -0.628
C -1.97091 6.59347 1.91408  -0.963
C -2.13225 6.88524 0.42303  -0.815
C -2.39087 5.59305 -0.35091  -0.911
C -1.29974 4.55891 -0.07075  -0.234
C -0.25084 2.33235 3.48345  0.885
C 0.76988 3.15201 4.28391  -0.438
C 0.49692 2.95146 5.77364  -1.058
C -0.81524 3.63623 6.17921  -0.791
C -1.86946 3.55517 5.05889  -0.350
C -1.65452 2.35605 4.13744  -0.699
H 2.27601 -0.01860 3.34616  0.489
H 2.12955 -1.68955 2.77422  0.540
H 0.68343 -0.77276 3.15924  0.113
H 4.21593 -0.63632 1.67042  0.627
H 6.09517 -2.04964 1.00357  0.423
H 5.85272 -3.54862 -0.97093  0.440
H 3.76414 -3.62205 -2.17758  0.323
H 2.24471 -4.28716 -2.88652  0.927
H 0.37703 -5.64775 -3.55019  0.467
H 0.37178 -4.13650 -4.41438  0.775
H -1.89707 -4.86215 -3.59362  0.483
H -1.42137 -3.24925 -3.05098  -0.404
H -2.29563 -5.29756 -1.33801  0.468
H -1.39795 -3.86618 -0.84041  -0.640
H -0.11436 -6.51062 -1.60591  0.462
H -0.35120 -5.90193 0.02927  0.498
H 1.97377 -5.45521 -0.91117  0.188
H 1.10916 -4.06656 -0.26799  -0.249
H 2.14508 -0.28709 -2.91591  -0.096
H 1.02303 0.27048 -4.85611  0.635
H -0.18517 -0.59737 -3.91193  -0.709
H -0.18639 -1.16361 -6.34475  0.598
H -0.00498 -2.54929 -5.28676  0.040
H 2.20907 -1.16450 -6.85839  0.389
H 1.55875 -2.78505 -7.13885  0.490
H 3.72660 -2.87133 -5.90365  0.433
H 2.40187 -3.52884 -4.94106  0.082
H 3.48425 -0.68178 -4.78297  0.530
H 3.88804 -1.93643 -3.62545  0.407
H 4.20708 1.02980 0.35316  0.568
H 5.24195 3.24143 0.36851  0.419
H 3.88166 5.23862 0.90437  0.410
H 1.52519 4.97565 1.49879  0.203
H -2.16877 3.97226 1.78165  0.484
H 0.08513 6.03441 1.72920  0.410
H -0.67616 5.45963 3.21007  0.029
H -1.77605 7.52012 2.45969  0.412
H -2.90189 6.16833 2.30239  0.399
H -1.21743 7.35469 0.04592  0.326
H -2.95136 7.59034 0.26198  0.419
H -2.43856 5.80050 -1.42459  0.426
H -3.35519 5.17229 -0.04708  0.353
H -0.33971 4.91527 -0.46170  0.303
H -1.54743 3.62642 -0.57532  -0.103
H 0.09376 1.29484 3.51123  -0.657
H 0.70906 4.21665 4.04685  0.102
H 1.77877 2.82012 4.03255  0.412
H 1.32229 3.33806 6.37511  0.484
H 0.42482 1.87736 5.97057  0.300
H -0.62285 4.68801 6.40630  0.347
H -1.19723 3.17265 7.09134  0.312
H -1.84862 4.46658 4.46111  -0.239
H -2.87004 3.49341 5.49025  0.576
H -2.43212 2.35719 3.37460  0.462
H -1.79091 1.44034 4.72072  0.374
C -4.70179 -1.80194 -2.28403  -1.165
C -5.03826 -0.51501 -2.67731  -0.830
C -4.02429 0.40445 -2.88183  -0.903
C -2.71260 0.01452 -2.64109  0.236
N -2.38822 -1.22050 -2.25032  0.523
C -3.36494 -2.10574 -2.08279  0.475
C -1.57562 0.94893 -2.81008  0.498
C -1.54002 1.88722 -3.83710  -0.853
C -0.41539 2.68075 -3.98524  -1.279
C 0.63712 2.52962 -3.09574  -1.396
C 0.52284 1.57166 -2.10349  -0.300
N -0.55036 0.80391 -1.96713  1.677
H -5.46340 -2.54994 -2.11585  0.484
H -6.07490 -0.23059 -2.79444  0.421
H -4.25001 1.42194 -3.17087  0.482
H -3.05723 -3.09219 -1.75191  0.043
H -2.36554 1.95776 -4.53188  0.641
H -0.35145 3.39488 -4.79571  0.503
H 1.52669 3.14008 -3.16312  0.560
H 1.30940 1.42573 -1.37362  -0.160
C 0.09859 -3.75663 4.23396  -1.499
C -1.28983 -3.72137 3.58010  2.083
C -2.28687 -3.03806 4.52697  -1.455
C -1.73981 -5.15848 3.28812  -1.685
C -1.23445 -2.95589 2.32413  0.563
C -1.25079 -2.38437 1.25158  -1.991
H 0.06722 -4.35522 5.14720  0.457
H 0.43339 -2.75271 4.49250  0.245
H 0.82954 -4.19688 3.55387  0.317
H -2.31212 -3.55341 5.48967  0.407
H -3.28864 -3.04304 4.09598  0.352
H -1.99663 -1.99985 4.69623  0.153
H -1.81058 -5.72440 4.21936  0.422
H -1.02044 -5.65393 2.63484  0.287
H -2.71203 -5.16509 2.79436  0.354
O -4.91379 0.32718 1.38660  -0.654
S -3.65594 -0.36173 1.07603  0.469
N -2.65976 0.46446 0.32604  -0.368